No. 1
A structure of composition C38H33FeIP2Si, computed with ωB97M-V/def2-TZVPD.

Calculated total energy ... -4001.17763 Ha
Net charge ... +1
LUMO energy (spin up / spin down) ... -2.046 / -3.915 eV
HOMO-LUMO gap (spin up / spin down) ... 0.280 / 0.258 Ha
2S+1 ... 6

Last column: Mulliken charge in e.
Cartesian coordinates (Å):
Fe (0.21504, 0.23270, 0.13703)  0.248
C (-2.84399, -1.96964, 1.34636)  -1.310
Si (-1.92129, -0.85541, 0.16553)  0.740
C (-1.90458, -1.61527, -1.57699)  -0.053
C (-2.75254, -2.68078, -1.89342)  -0.513
C (-2.81104, -3.20431, -3.17669)  -0.704
C (-2.02193, -2.66966, -4.18587)  -0.808
C (-1.16371, -1.62162, -3.89925)  -0.189
C (-1.08879, -1.11169, -2.60460)  -0.453
P (0.09226, 0.22718, -2.25827)  1.603
C (-0.25287, 1.47617, -3.51737)  0.784
C (-1.46960, 2.15201, -3.40489)  -0.596
C (-1.83828, 3.07646, -4.36610)  -0.549
C (-0.99262, 3.33391, -5.43980)  -0.640
C (0.21370, 2.66100, -5.55316)  -0.666
C (0.58823, 1.72893, -4.59345)  -0.500
C (1.75569, -0.43431, -2.56219)  0.463
C (2.00349, -1.79808, -2.68174)  -0.821
C (3.31196, -2.25972, -2.74806)  -0.699
C (4.37160, -1.36859, -2.68993)  -0.616
C (4.12915, -0.00596, -2.56182)  -0.728
C (2.82790, 0.45957, -2.48846)  -0.382
C (-2.91077, 0.77708, 0.04278)  0.053
C (-4.21420, 0.72766, -0.46510)  -0.549
C (-5.03117, 1.84563, -0.47969)  -0.926
C (-4.56714, 3.05375, 0.02680)  -0.777
C (-3.27948, 3.13741, 0.52457)  0.019
C (-2.44785, 2.01584, 0.52146)  -0.153
P (-0.73859, 2.14001, 1.14036)  1.460
C (-0.84812, 2.52853, 2.90012)  0.680
C (-0.89781, 3.83764, 3.37133)  -0.345
C (-1.03785, 4.07722, 4.72955)  -0.755
C (-1.13128, 3.01512, 5.61845)  -0.519
C (-1.08171, 1.70835, 5.15305)  -0.732
C (-0.93476, 1.46544, 3.79683)  -0.292
C (0.03971, 3.56054, 0.32161)  0.486
C (1.25675, 4.02133, 0.83026)  -0.635
C (1.97743, 4.98593, 0.14754)  -0.765
C (1.50499, 5.48291, -1.06174)  -0.666
C (0.30646, 5.01861, -1.58038)  -0.631
C (-0.42725, 4.06164, -0.89225)  -0.284
H (-3.88853, -2.05513, 1.03595)  0.393
H (-2.83700, -1.54743, 2.35225)  0.390
H (-2.41371, -2.97022, 1.39210)  0.404
H (-3.38853, -3.10673, -1.12667)  0.389
H (-3.48158, -4.02556, -3.39386)  0.435
H (-2.07242, -3.06954, -5.18974)  0.438
H (-0.54311, -1.20325, -4.68448)  0.494
H (-2.13659, 1.93729, -2.57342)  0.346
H (-2.78498, 3.59359, -4.28222)  0.452
H (-1.27972, 4.05676, -6.19190)  0.412
H (0.86692, 2.85524, -6.39326)  0.455
H (1.52898, 1.20276, -4.69270)  0.443
H (1.18264, -2.50119, -2.72001)  0.391
H (3.50037, -3.32063, -2.84342)  0.445
H (5.38872, -1.73329, -2.74001)  0.412
H (4.95467, 0.69163, -2.51395)  0.442
H (2.64326, 1.52414, -2.37271)  0.589
H (-4.59910, -0.20726, -0.85934)  0.422
H (-6.03570, 1.77690, -0.87669)  0.446
H (-5.20842, 3.92511, 0.03108)  0.443
H (-2.91445, 4.08165, 0.91186)  0.460
H (-0.82295, 4.67009, 2.68155)  0.382
H (-1.07396, 5.09492, 5.09437)  0.422
H (-1.23860, 3.20666, 6.67766)  0.402
H (-1.15035, 0.88103, 5.84648)  0.438
H (-0.88800, 0.44411, 3.43332)  0.137
H (1.63676, 3.63009, 1.76839)  0.483
H (2.91073, 5.34905, 0.55684)  0.446
H (2.07285, 6.23232, -1.59673)  0.422
H (-0.06230, 5.39807, -2.52425)  0.485
H (-1.36352, 3.70872, -1.30440)  0.315
I (3.66295, -1.02268, 1.97936)  0.215
C (1.93407, -0.51922, 1.04488)  -1.207
H (1.00565, -0.68368, 1.62129)  0.453
H (2.01219, 0.46391, 0.53689)  0.225


No. 2
The molecule C13H19FN2O3S in a non-equilibrium geometry, computed with ωB97M-V/def2-TZVPD.

Calculated total energy ... -1340.06410 Ha
LUMO energy ... 0.590 eV
SMILES ... CCCCNC(=O)CN(c1cccc(F)c1)S(C)(=O)=O
HOMO-LUMO gap ... 0.347 Ha
2S+1 ... 1
ΔE to the lowest compared entry with this formula, charge and spin ... 0.0 kcal/mol

Last column: Mulliken charge in e.
Cartesian coordinates (Å):
C (-4.80739, 2.67895, -2.58316)  -1.297
C (-4.06777, 1.40429, -2.19598)  -0.333
C (-2.73619, 1.71207, -1.51573)  -0.422
C (-1.98966, 0.43549, -1.13076)  -1.074
N (-0.73949, 0.73490, -0.46729)  0.128
C (0.45840, 0.49323, -1.02166)  0.942
O (0.62248, -0.09211, -2.07347)  -0.687
C (1.63564, 1.00216, -0.16974)  -1.527
N (1.87018, 0.21571, 1.02351)  0.154
C (2.58692, -0.98216, 0.95887)  0.606
C (2.80772, -1.63962, -0.25259)  -0.668
C (3.53413, -2.81676, -0.28580)  -0.743
C (4.04453, -3.37741, 0.87156)  -0.639
C (3.81318, -2.71385, 2.06220)  0.304
F (4.29644, -3.23747, 3.20818)  -0.326
C (3.10357, -1.53136, 2.13185)  -0.634
S (0.92503, 0.54287, 2.36786)  1.067
C (-0.13410, -0.91731, 2.51228)  -0.842
O (1.72420, 0.65543, 3.54473)  -0.663
O (0.10107, 1.67135, 2.02880)  -0.758
H (-5.75261, 2.44060, -3.06444)  0.383
H (-4.21058, 3.27065, -3.27328)  0.332
H (-5.01306, 3.28415, -1.70307)  0.326
H (-4.69086, 0.81349, -1.52069)  0.308
H (-3.88476, 0.80391, -3.08934)  0.309
H (-2.91281, 2.30771, -0.61673)  0.336
H (-2.10896, 2.29901, -2.18939)  0.279
H (-1.74693, -0.14761, -2.02223)  0.409
H (-2.61349, -0.17301, -0.46643)  0.313
H (-0.77060, 1.28320, 0.38607)  0.300
H (1.42788, 2.02113, 0.16085)  0.510
H (2.54210, 0.99794, -0.77944)  0.497
H (2.40529, -1.24799, -1.17174)  0.484
H (3.69448, -3.30840, -1.23269)  0.399
H (4.60704, -4.29643, 0.86178)  0.453
H (2.97814, -1.03559, 3.07920)  0.745
H (-0.85460, -0.71709, 3.29520)  0.416
H (0.48315, -1.76692, 2.77181)  0.372
H (-0.62769, -1.06717, 1.56088)  0.242


No. 3
A cluster of 3 separate species, C32H48F5N3O5 in total in a non-equilibrium geometry, computed with ωB97M-V/def2-TZVPD.

Calculated total energy ... -2287.84193 Ha
LUMO energy (spin up / spin down) ... -0.731 / -0.731 eV
HOMO-LUMO gap (spin up / spin down) ... 0.270 / 0.308 Ha
2S+1 ... 3

Last column: Mulliken charge in e.
Cartesian coordinates (Å):
C (7.58479, 2.30810, 0.70301)  -0.513
O (8.52365, 3.21731, 0.17899)  -0.403
C (8.28640, 3.51267, -1.18139)  -0.647
C (7.13548, 4.51355, -1.35798)  -0.758
C (6.00256, 4.03834, -2.30776)  -1.063
C (4.65728, 4.04993, -1.62315)  0.947
C (4.16542, 5.21885, -1.04727)  -0.637
C (2.93784, 5.17077, -0.40921)  -0.611
C (2.19057, 4.00195, -0.32089)  0.721
C (2.64341, 2.82779, -0.92215)  -0.136
C (1.85330, 1.53540, -0.89810)  1.158
F (0.55989, 1.74253, -0.67134)  -0.306
F (2.35144, 0.71879, 0.05930)  -0.314
C (1.91996, 0.73595, -2.23145)  0.470
F (1.67391, 1.53137, -3.26139)  -0.296
F (3.09154, 0.14178, -2.40292)  -0.269
F (0.98794, -0.21236, -2.20959)  -0.150
C (3.88884, 2.87247, -1.56900)  -0.817
C (0.97529, 4.34464, 0.50364)  0.157
O (0.18967, 3.65988, 1.07252)  -0.532
N (0.98490, 5.76238, 0.65641)  -0.081
C (2.20717, 6.29030, 0.23427)  0.028
O (2.61406, 7.39343, 0.41028)  -0.550
H (6.56769, 2.52321, 0.36973)  0.141
H (7.84262, 1.27975, 0.45236)  0.282
H (7.59654, 2.40055, 1.78348)  0.257
H (8.10773, 2.59256, -1.74188)  0.338
H (9.21123, 3.94430, -1.54787)  0.319
H (7.52459, 5.46247, -1.71199)  0.436
H (6.73997, 4.70612, -0.36654)  0.534
H (5.96429, 4.65420, -3.19833)  0.451
H (6.22064, 3.00892, -2.56645)  0.303
H (4.72453, 6.14030, -1.08760)  0.593
H (4.29014, 1.98826, -2.03211)  0.610
H (0.12542, 6.24047, 0.43299)  0.286
C (-1.58168, -6.06663, 0.20861)  -1.740
C (-1.28893, -6.09666, -1.30381)  1.726
C (0.21840, -6.17718, -1.54905)  -1.355
C (0.94937, -4.87541, -1.22063)  -0.570
C (0.32311, -3.69732, -1.96689)  -1.110
C (-1.18826, -3.57891, -1.77234)  2.285
N (-1.85611, -4.89668, -1.99037)  0.558
O (-2.04474, -5.12288, -3.24525)  -0.634
C (-1.49918, -3.02759, -0.36854)  -1.508
C (-1.74391, -2.55798, -2.75671)  -1.843
C (-1.97031, -7.34673, -1.84670)  -1.868
H (-1.45605, -7.06625, 0.62429)  0.483
H (-0.91649, -5.41780, 0.77197)  0.290
H (-2.60888, -5.75474, 0.39939)  0.355
H (0.39779, -6.42750, -2.59955)  0.392
H (0.62770, -6.99939, -0.95772)  0.384
H (0.94251, -4.69192, -0.14296)  0.286
H (1.99956, -4.96624, -1.50491)  0.420
H (0.79164, -2.76388, -1.65049)  -0.045
H (0.54023, -3.80739, -3.03465)  0.541
H (-2.56491, -3.09735, -0.14801)  0.545
H (-1.21968, -1.97644, -0.32308)  -0.120
H (-0.95253, -3.52077, 0.43084)  0.117
H (-1.47748, -2.78945, -3.78618)  0.408
H (-1.33238, -1.57634, -2.52398)  0.271
H (-2.83110, -2.49632, -2.69007)  0.464
H (-3.05106, -7.29410, -1.70847)  0.439
H (-1.59741, -8.21693, -1.30704)  0.425
H (-1.76764, -7.49929, -2.90441)  0.380
C (-6.27012, 0.54169, 1.67929)  -1.708
C (-5.30936, -0.11462, 2.68930)  1.649
C (-5.24167, 0.71628, 3.97075)  -1.275
C (-4.48736, 2.03390, 3.79227)  -0.527
C (-3.09392, 1.79090, 3.21142)  -1.285
C (-3.09888, 0.94753, 1.93563)  2.048
N (-3.94111, -0.27563, 2.11167)  0.643
O (-3.28885, -1.21055, 2.71264)  -0.638
C (-3.59145, 1.78788, 0.74277)  -1.873
C (-1.67657, 0.53045, 1.59565)  -1.786
C (-5.88528, -1.49237, 2.99289)  -1.929
H (-7.30038, 0.35801, 1.98337)  0.471
H (-6.16257, 1.62091, 1.60858)  0.287
H (-6.13731, 0.11576, 0.68417)  0.349
H (-4.74767, 0.13008, 4.75207)  0.386
H (-6.25875, 0.90794, 4.32017)  0.372
H (-5.05361, 2.71799, 3.15441)  0.290
H (-4.39329, 2.53130, 4.75942)  0.413
H (-2.60273, 2.74245, 2.99800)  0.290
H (-2.48298, 1.28753, 3.96738)  0.453
H (-3.76689, 1.15458, -0.12813)  0.390
H (-2.82779, 2.51873, 0.47592)  0.406
H (-4.49845, 2.35202, 0.94589)  0.335
H (-1.18529, 0.02069, 2.42234)  0.527
H (-1.08824, 1.41520, 1.35856)  0.307
H (-1.66163, -0.13155, 0.72927)  0.241
H (-5.91269, -2.11125, 2.09489)  0.433
H (-6.90429, -1.37817, 3.36189)  0.439
H (-5.31316, -2.01850, 3.75371)  0.370


No. 4
The ion C8H18NO4S with charge +1 in a non-equilibrium geometry, computed with ωB97M-V/def2-TZVPD.

Calculated total energy ... -1069.15827 Ha
Net charge ... +1
LUMO energy ... -3.425 eV
SMILES ... CCOCOS(=O)(=O)[N+]1(C)CCCC1
HOMO-LUMO gap ... 0.396 Ha
2S+1 ... 1
ΔE to the lowest compared entry with this formula, charge and spin ... 83.6 kcal/mol

Last column: Mulliken charge in e.
Cartesian coordinates (Å):
C (-0.52684, -1.28690, -3.23271)  -1.156
C (-1.73070, -0.56681, -2.50832)  -0.236
O (-1.61357, -0.78286, -1.10086)  -0.341
C (-2.46910, -0.14066, -0.19824)  -0.284
O (-1.88512, 1.27470, 0.06640)  -0.286
S (-1.48308, 1.72429, 1.51605)  1.044
O (-1.31606, 3.10561, 1.63352)  -0.542
O (-2.13811, 0.95165, 2.46160)  -0.480
N (0.39864, 1.09230, 1.70079)  0.158
C (0.95022, 1.83745, 2.78135)  -0.999
C (0.37152, -0.39276, 1.90137)  -0.238
C (1.39144, -0.94646, 0.91616)  -0.829
C (1.15867, -0.04795, -0.27829)  0.448
C (1.01824, 1.31506, 0.39590)  -0.793
H (0.37019, -0.73772, -3.00733)  0.269
H (-0.56914, -2.14960, -2.68442)  0.348
H (-0.65904, -1.30351, -4.24779)  0.434
H (-2.76915, -0.80897, -3.01440)  0.339
H (-1.72369, 0.62641, -2.59327)  0.275
H (-3.51574, 0.07162, -0.49392)  0.400
H (-2.31847, -0.76187, 0.72389)  0.380
H (1.03329, 2.83561, 2.46299)  0.476
H (0.26641, 1.89192, 3.72517)  0.258
H (1.93589, 1.34265, 3.06078)  0.446
H (-0.65838, -0.85082, 1.82865)  0.041
H (0.79026, -0.59209, 3.01667)  0.367
H (1.01367, -1.94682, 0.65705)  0.365
H (2.47332, -1.03665, 1.23031)  0.324
H (1.99002, -0.11802, -0.92255)  0.754
H (0.25504, -0.39883, -0.82383)  -0.576
H (2.10409, 1.75283, 0.62181)  0.419
H (0.52804, 2.07019, -0.25613)  0.214